DFT (wB97M-V/def2-TZVPD) results for a cluster of 26 separate species, C26H104N52O26 in total.

XYZ file:
```
208
Properties=species:S:1:pos:R:3:lowdin_charge:R:1
C 4.972 0.310 5.217 -0.780
O 6.059 -0.005 5.701 0.007
N 4.416 -0.232 4.147 0.190
N 4.350 1.380 5.464 0.171
H 3.689 0.224 3.615 0.052
H 4.745 -1.138 3.846 0.067
H 3.369 1.448 5.233 0.074
H 4.715 1.979 6.190 0.122
C 2.235 0.542 -6.334 -0.781
O 2.804 0.806 -5.307 0.030
N 1.945 -0.691 -6.611 0.184
N 2.034 1.353 -7.321 0.205
H 1.906 -0.899 -7.598 0.115
H 2.076 -1.490 -6.007 0.140
H 1.608 0.937 -8.137 0.116
H 2.572 2.189 -7.499 0.119
C 1.131 1.572 2.882 -0.723
O 2.308 1.213 2.980 -0.029
N 0.678 2.425 2.049 0.182
N 0.070 1.018 3.469 0.207
H 1.189 3.221 1.694 0.091
H -0.320 2.359 1.911 0.052
H -0.679 1.660 3.252 0.074
H 0.168 0.234 4.099 0.072
C -1.362 7.100 1.338 -0.892
O -1.943 8.021 1.785 0.064
N -0.862 6.166 1.970 0.208
N -1.100 7.070 0.052 0.169
H -0.189 5.576 1.502 0.084
H -1.033 6.124 2.965 0.143
H -0.356 6.457 -0.250 0.063
H -1.545 7.631 -0.660 0.101
C 1.232 0.059 6.882 -0.818
O 0.912 -0.227 5.768 0.039
N 1.780 -0.736 7.737 0.189
N 0.750 1.121 7.397 0.207
H 1.822 -1.696 7.425 0.129
H 2.112 -0.432 8.641 0.119
H 0.265 1.867 6.918 0.106
H 1.046 1.244 8.355 0.115
C -3.438 -5.047 1.891 -0.799
O -2.422 -5.193 2.530 0.026
N -3.442 -4.380 0.828 0.209
N -4.615 -5.542 2.190 0.178
H -2.503 -4.096 0.588 0.064
H -4.299 -4.144 0.349 0.083
H -5.433 -5.295 1.652 0.086
H -4.713 -6.112 3.018 0.119
C 0.737 4.476 -1.069 -0.794
O 0.762 4.652 0.118 0.042
N 1.560 4.855 -1.941 0.198
N -0.058 3.681 -1.731 0.182
H 2.221 5.536 -1.596 0.142
H 1.445 4.465 -2.866 0.092
H -0.158 3.706 -2.736 0.093
H -0.839 3.170 -1.345 0.097
C 3.899 4.402 2.113 -0.752
O 2.907 4.837 2.714 -0.004
N 4.958 5.036 1.621 0.153
N 4.059 3.126 2.018 0.182
H 5.638 4.556 1.049 0.107
H 5.004 6.012 1.877 0.111
H 3.388 2.409 2.256 0.052
H 4.980 2.846 1.713 0.114
C -1.228 1.431 -4.328 -0.689
O -0.781 1.144 -3.161 -0.044
N -0.776 1.044 -5.434 0.207
N -2.280 2.187 -4.589 0.176
H 0.044 0.483 -5.256 0.104
H -1.045 1.318 -6.368 0.138
H -2.300 2.613 -5.504 0.111
H -2.664 2.807 -3.889 0.055
C 0.734 -7.292 1.768 -0.753
O -0.054 -7.254 0.821 0.003
N 1.310 -6.291 2.366 0.200
N 0.975 -8.414 2.364 0.169
H 0.988 -5.361 2.138 0.088
H 1.747 -6.390 3.271 0.117
H 0.587 -9.311 2.107 0.127
H 1.347 -8.215 3.282 0.110
C -0.220 -0.407 -0.166 -0.699
O 0.119 -0.827 0.943 -0.023
N 0.031 0.862 -0.431 0.188
N -0.888 -0.916 -1.150 0.209
H 0.139 1.103 -1.406 0.065
H 0.517 1.264 0.358 0.082
H -0.819 -0.432 -2.034 0.069
H -1.146 -1.890 -1.090 0.072
C 0.998 4.338 5.790 -0.848
O -0.152 4.098 5.557 0.051
N 1.460 5.433 6.252 0.184
N 1.928 3.594 5.353 0.188
H 2.403 5.425 6.613 0.117
H 0.888 6.265 6.291 0.128
H 2.933 3.670 5.419 0.108
H 1.773 2.788 4.764 0.079
C 0.341 -3.275 3.620 -0.833
O 0.537 -4.030 4.532 0.052
N -0.324 -3.332 2.535 0.157
N 1.205 -2.314 3.463 0.182
H -0.359 -2.469 2.011 0.067
H -0.927 -4.141 2.509 0.070
H 1.178 -1.596 2.754 0.070
H 1.783 -2.087 4.260 0.096
C 5.586 0.288 -3.413 -0.853
O 6.614 -0.191 -3.022 0.062
N 4.464 0.149 -2.807 0.173
N 5.381 0.904 -4.516 0.150
H 4.676 -0.337 -1.948 0.070
H 3.555 0.251 -3.235 0.091
H 4.398 0.858 -4.744 0.032
H 6.149 0.968 -5.169 0.120
C -2.119 -5.971 -5.388 -0.749
O -1.877 -5.369 -6.420 0.035
N -1.879 -7.244 -5.407 0.175
N -2.333 -5.527 -4.209 0.193
H -2.038 -7.571 -4.465 0.102
H -1.714 -7.970 -6.090 0.131
H -2.411 -6.086 -3.371 0.132
H -2.110 -4.548 -4.101 0.060
C -6.122 -2.292 0.950 -0.829
O -5.864 -2.897 -0.046 0.026
N -5.980 -1.009 0.975 0.181
N -6.569 -2.800 2.057 0.200
H -5.552 -0.557 0.180 0.115
H -6.380 -0.454 1.718 0.117
H -6.696 -3.800 1.994 0.107
H -6.494 -2.184 2.853 0.111
C -2.863 5.555 -3.527 -0.743
O -3.003 4.436 -3.015 -0.026
N -1.853 6.324 -3.271 0.201
N -3.823 6.047 -4.261 0.178
H -1.090 5.894 -2.768 0.095
H -1.680 7.118 -3.871 0.125
H -4.661 5.486 -4.319 0.125
H -3.671 6.806 -4.910 0.117
C 5.648 -2.968 2.729 -0.840
O 6.390 -2.502 1.906 0.073
N 5.807 -3.127 3.997 0.157
N 4.413 -3.165 2.492 0.174
H 6.686 -2.929 4.454 0.129
H 5.094 -3.535 4.584 0.115
H 3.876 -3.490 3.284 0.097
H 3.921 -2.933 1.640 0.071
C -3.146 -1.757 -4.318 -0.748
O -2.299 -2.646 -4.304 -0.014
N -3.400 -1.008 -3.328 0.214
N -3.830 -1.419 -5.375 0.192
H -3.008 -1.215 -2.420 0.112
H -4.283 -0.536 -3.460 0.126
H -3.668 -2.041 -6.154 0.066
H -4.586 -0.749 -5.351 0.122
C -3.390 -1.378 3.504 -0.886
O -4.387 -0.930 3.886 0.068
N -2.668 -0.830 2.627 0.199
N -2.598 -2.203 4.096 0.219
H -1.863 -1.360 2.322 0.081
H -3.026 -0.111 2.015 0.110
H -3.178 -2.593 4.825 0.134
H -1.844 -2.716 3.662 0.068
C 3.419 -1.972 -0.296 -0.806
O 4.558 -1.739 -0.688 0.027
N 2.765 -1.110 0.408 0.215
N 2.971 -3.168 -0.230 0.182
H 1.831 -1.460 0.567 0.058
H 3.050 -0.144 0.474 0.132
H 3.466 -3.789 -0.854 0.140
H 2.071 -3.345 0.195 0.110
C -2.847 2.972 1.149 -0.780
O -2.044 2.428 1.828 0.056
N -3.459 2.528 0.111 0.192
N -3.320 4.159 1.436 0.194
H -4.164 3.138 -0.277 0.114
H -3.029 1.798 -0.438 0.115
H -3.737 4.664 0.668 0.111
H -2.867 4.692 2.164 0.111
C -3.494 1.651 6.095 -0.853
O -3.265 2.262 7.081 0.054
N -4.684 1.126 5.857 0.161
N -2.605 1.315 5.294 0.220
H -4.911 0.917 4.895 0.072
H -5.473 1.167 6.487 0.111
H -2.854 0.823 4.449 0.081
H -1.649 1.642 5.274 0.096
C -0.562 -4.332 -1.290 -0.732
O -1.113 -3.801 -0.348 0.018
N 0.163 -5.395 -1.187 0.187
N -0.571 -4.021 -2.555 0.162
H 0.273 -6.008 -1.982 0.124
H 0.296 -5.659 -0.222 0.072
H -0.070 -4.502 -3.289 0.121
H -1.243 -3.421 -3.012 0.049
C 2.847 3.969 -5.329 -0.794
O 1.649 3.754 -5.182 -0.005
N 3.698 3.481 -4.512 0.183
N 3.438 4.629 -6.311 0.168
H 4.652 3.778 -4.657 0.113
H 3.574 2.977 -3.645 0.126
H 2.921 5.264 -6.904 0.119
H 4.431 4.768 -6.191 0.109
C -1.965 -2.624 -8.117 -0.826
O -1.811 -2.598 -9.311 0.053
N -2.926 -3.217 -7.492 0.122
N -1.254 -1.976 -7.286 0.193
H -3.675 -3.644 -8.019 0.133
H -2.465 -3.938 -6.955 0.041
H -0.470 -1.441 -7.632 0.095
H -1.457 -2.071 -6.301 0.082
```

Values from the calculation:
frontier orbital gap: 7.6 eV
highest occupied orbital energy: -8.233 eV